[1]
DFT (ωB97M-V/def2-TZVPD) results for C7H12N2O in the gas phase.

highest occupied orbital energy: -6.803 eV
largest force on an atom: 4.4 eV Å⁻¹
Kohn-Sham gap: 0.2286 Ha

Element x y z (Å)
C: 1.169 1.253 -1.213
C: -0.275 0.448 -1.190
C: -1.052 -0.267 0.999
C: 1.963 1.042 -2.524
C: -0.398 -0.477 2.372
C: -2.485 0.069 0.884
C: 0.788 -1.443 0.058
N: 1.212 1.869 -0.212
N: -0.405 -0.624 -0.154
O: -1.325 0.881 -1.567
H: 1.882 2.015 -3.130
H: 1.507 0.269 -3.033
H: 3.026 1.020 -2.284
H: 0.567 0.192 2.333
H: -0.119 -1.495 2.503
H: -0.926 -0.172 3.209
H: -2.575 0.725 0.034
H: -2.851 0.416 1.935
H: -3.123 -0.791 0.585
H: 1.431 -1.621 -0.759
H: 1.469 -0.885 0.659
H: 0.521 -2.425 0.495

Cartesian forces (eV/Å) of the 3 atoms listed first:
C 0.01 -1.79 -2.79
C -1.65 -0.19 -0.69
C 0.66 -1.53 -0.72

Atomic partial charges in e from the Mulliken method, atoms 1 to 4: number 1, C, carries 0.589; number 2, C, carries 0.408; number 3, C, carries 0.781; number 4, C, carries -1.285

[2]
DFT (ωB97M-V/def2-TZVPD) results for C3H5NO2 in the gas phase.

highest occupied orbital energy: -10.715 eV
largest force on an atom: 0.5 eV Å⁻¹
SMILES: [H]/N=C/OC(C)=O
Kohn-Sham gap: 0.4273 Ha

Element x y z (Å)
C: 0.142 1.537 -1.181
C: -0.405 0.611 -0.130
O: -1.542 0.521 0.246
O: 0.605 -0.159 0.372
C: 0.243 -1.267 1.114
N: 0.034 -2.346 0.512
H: 0.809 2.273 -0.723
H: 0.731 0.954 -1.894
H: -0.680 2.041 -1.689
H: 0.240 -1.080 2.192
H: -0.177 -3.085 1.180

Cartesian forces (eV/Å) of the 3 atoms listed first:
C -0.06 0.03 -0.02
C -0.31 0.11 0.01
O 0.48 0.02 -0.20

Atomic partial charges in e from the Mulliken method, atoms 1 to 4: number 1, C, carries -0.948; number 2, C, carries 0.678; number 3, O, carries -0.514; number 4, O, carries -0.312

What did the first record say?
DFT (ωB97M-V/def2-TZVPD) results for C7H12N2O in the gas phase.

highest occupied orbital energy: -6.803 eV
largest force on an atom: 4.4 eV Å⁻¹
Kohn-Sham gap: 0.2286 Ha

Element x y z (Å)
C: 1.169 1.253 -1.213
C: -0.275 0.448 -1.190
C: -1.052 -0.267 0.999
C: 1.963 1.042 -2.524
C: -0.398 -0.477 2.372
C: -2.485 0.069 0.884
C: 0.788 -1.443 0.058
N: 1.212 1.869 -0.212
N: -0.405 -0.624 -0.154
O: -1.325 0.881 -1.567
H: 1.882 2.015 -3.130
H: 1.507 0.269 -3.033
H: 3.026 1.020 -2.284
H: 0.567 0.192 2.333
H: -0.119 -1.495 2.503
H: -0.926 -0.172 3.209
H: -2.575 0.725 0.034
H: -2.851 0.416 1.935
H: -3.123 -0.791 0.585
H: 1.431 -1.621 -0.759
H: 1.469 -0.885 0.659
H: 0.521 -2.425 0.495

Cartesian forces (eV/Å) of the 3 atoms listed first:
C 0.01 -1.79 -2.79
C -1.65 -0.19 -0.69
C 0.66 -1.53 -0.72

Atomic partial charges in e from the Mulliken method, atoms 1 to 4: number 1, C, carries 0.589; number 2, C, carries 0.408; number 3, C, carries 0.781; number 4, C, carries -1.285